w) ORCA calculation (ωB97M-V/def2-TZVPD) on the ion C5H14NO2 with charge +1.

Last column: natural (NBO) charge in e.
Cartesian coordinates (Å):
N (-0.07, -0.77, 1.29)  -0.722
C (0.74, -0.10, 0.18)  -0.067
C (2.25, -0.62, 0.02)  -0.055
O (2.40, -1.55, 1.03)  -0.811
C (-0.09, -0.08, -1.15)  -0.436
C (-1.60, 0.18, -1.21)  -0.486
C (-1.62, 1.55, -0.47)  -0.092
O (-1.54, 1.26, 1.00)  -0.806
H (-0.81, -0.02, 1.58)  0.490
H (0.56, -1.17, 2.02)  0.461
H (-0.40, -1.58, 0.83)  0.417
H (0.87, 0.95, 0.58)  0.221
H (2.56, -1.10, -1.04)  0.195
H (3.05, 0.10, 0.27)  0.205
H (3.06, -2.29, 1.19)  0.538
H (0.12, -1.13, -1.52)  0.217
H (0.48, 0.64, -1.86)  0.258
H (-2.01, -0.01, -2.28)  0.273
H (-2.39, -0.41, -0.70)  0.241
H (-2.51, 2.27, -0.80)  0.227
H (-0.67, 2.27, -0.45)  0.208
H (-2.39, 1.61, 1.49)  0.523

Results
Total charge   +1
SMILES   [NH3+][C@@H](CO)CCCO
Orbital gap   11.390 eV
Molar mass   120.172 g mol⁻¹
2S+1   1



x) ORCA calculation (ωB97M-V/def2-TZVPD) on a cluster of 2 separate species, C5H14NO2 in total.

Last column: natural (NBO) charge in e.
Cartesian coordinates (Å):
C (-1.99, 0.31, -1.49)  -0.071
O (-1.68, 1.69, -1.71)  -0.775
C (-1.02, -0.12, -0.34)  -0.064
C (0.20, -0.99, -0.65)  -0.462
C (1.06, -1.39, 0.52)  -0.251
C (1.73, -2.54, 0.48)  -0.324
N (-0.53, 1.15, 0.29)  -0.678
H (-2.98, 0.33, -1.08)  0.197
H (-1.85, -0.31, -2.36)  0.210
H (-1.66, 2.03, -2.60)  0.513
H (-1.52, -0.75, 0.39)  0.231
H (0.88, -0.49, -1.35)  0.221
H (-0.12, -1.88, -1.20)  0.250
H (1.29, -0.76, 1.37)  0.212
H (1.48, -3.27, -0.29)  0.199
H (2.48, -2.76, 1.21)  0.216
H (-1.23, 1.84, 0.59)  0.450
H (0.07, 1.00, 1.07)  0.461
H (0.03, 1.65, -0.40)  0.448
H (2.34, 1.82, 1.97)  0.488
H (1.51, 1.81, 3.27)  0.505
O (1.51, 1.66, 2.32)  -0.976

Results
Total charge   +1
Orbital gap   10.241 eV
Molar mass   120.172 g mol⁻¹
2S+1   1



y) ORCA calculation (ωB97M-V/def2-TZVPD) on a structure of composition C5H14NO2.

Last column: natural (NBO) charge in e.
Cartesian coordinates (Å):
C (1.29, -0.68, -1.82)  -0.078
O (1.14, -1.92, -1.15)  -0.719
C (0.36, 0.26, -1.12)  -0.684
C (0.84, 0.41, 0.51)  -0.494
C (-0.44, 0.67, 1.41)  0.094
C (-0.41, 1.86, 2.12)  -0.161
N (-1.04, -0.51, 1.59)  -0.619
H (2.27, -0.32, -1.88)  0.222
H (0.81, -0.74, -2.87)  0.197
H (0.13, -2.08, -1.04)  0.487
H (-1.03, -0.44, -1.17)  0.453
H (0.34, 1.58, -1.62)  0.289
H (1.66, -0.68, 0.77)  0.366
H (1.60, 1.19, 0.79)  0.260
H (0.20, 2.61, 1.47)  0.257
H (-0.88, 2.05, 3.04)  0.242
H (-1.51, -0.78, 2.46)  0.424
H (-0.54, 0.76, -0.34)  0.481
H (-1.03, -1.32, 0.80)  0.482
H (-1.08, 2.95, -0.70)  0.080
H (-1.64, -2.72, -0.92)  0.511
O (-1.05, -2.15, -0.33)  -1.090

Results
Total charge   +1
Orbital gap   4.682 eV
Molar mass   120.172 g mol⁻¹
2S+1   1



z) ORCA calculation (ωB97M-V/def2-TZVPD) on a cluster of 2 separate species, C5H14NO2 in total.

Last column: natural (NBO) charge in e.
Cartesian coordinates (Å):
O (-0.92, -0.74, 0.85)  -0.603
C (-1.93, -0.88, 0.15)  0.503
C (-1.96, -1.04, -1.33)  -0.512
C (-2.64, -2.36, -1.74)  -0.604
H (-2.92, -0.83, 0.65)  0.147
H (-0.91, -0.90, -1.57)  0.187
H (-2.57, -0.25, -1.78)  0.254
H (-2.07, -3.20, -1.32)  0.219
H (-2.61, -2.49, -2.81)  0.241
H (-3.67, -2.42, -1.38)  0.233
C (2.16, 1.53, 1.76)  -0.084
O (2.60, 2.78, 2.30)  -0.692
C (1.83, 1.64, 0.26)  -0.240
N (1.36, 0.32, -0.24)  -0.707
H (1.25, 1.18, 2.26)  0.177
H (2.96, 0.83, 1.92)  0.176
H (2.66, 2.59, 3.30)  0.490
H (1.00, 2.34, 0.09)  0.230
H (2.71, 1.94, -0.30)  0.232
H (0.49, 0.00, 0.29)  0.473
H (2.07, -0.41, -0.10)  0.435
H (1.11, 0.36, -1.27)  0.442

Results
Total charge   +1
Orbital gap   10.964 eV
Molar mass   120.172 g mol⁻¹
2S+1   1



The least stable of them is y).



w) ORCA calculation (ωB97M-V/def2-TZVPD) on a structure of composition C5H14NO2.

Last column: natural (NBO) charge in e.
Cartesian coordinates (Å):
C (-1.86, -1.10, 0.53)  -0.061
O (-2.13, 0.19, 0.18)  -0.590
C (-0.36, -1.40, 0.39)  -0.392
C (0.18, -1.36, -1.03)  -0.491
C (0.73, -0.06, -1.43)  -0.078
C (2.31, 1.14, 0.10)  0.043
N (2.02, 0.29, -0.81)  -0.258
H (-2.08, -1.41, 1.55)  0.210
H (-2.38, -1.79, -0.15)  0.194
H (-0.17, 2.10, -0.93)  0.002
H (-0.10, -2.30, 0.95)  0.255
H (0.22, -0.63, 0.91)  0.230
H (1.06, -2.03, -1.13)  0.320
H (-0.54, -1.74, -1.75)  0.273
H (0.66, 0.29, -2.46)  0.288
H (0.54, 0.63, -0.28)  0.469
H (3.33, 1.02, 0.47)  0.251
H (1.73, 1.98, 0.48)  0.271
H (-0.40, 1.96, -0.16)  0.112
H (-1.55, 0.89, 0.84)  0.490
H (-0.70, 2.03, 2.15)  0.488
O (-0.52, 1.29, 1.56)  -1.025

Results
Total charge   +1
Orbital gap   5.028 eV
Molar mass   120.172 g mol⁻¹
2S+1   1



x) ORCA calculation (ωB97M-V/def2-TZVPD) on a cluster of 2 separate species, C5H14NO2 in total.

Last column: natural (NBO) charge in e.
Cartesian coordinates (Å):
C (1.92, -0.93, -0.31)  -0.070
O (1.53, 0.39, 0.02)  -0.756
C (0.83, -1.43, -1.27)  -0.434
C (-0.47, -1.89, -0.61)  -0.476
C (-1.55, -0.95, -0.14)  0.147
C (-2.54, -0.30, -0.79)  -0.360
N (-1.19, -0.48, 1.30)  -0.703
H (2.99, -0.64, -0.84)  0.203
H (2.05, -1.48, 0.57)  0.191
H (1.31, 0.88, -0.77)  0.479
H (1.19, -2.37, -1.77)  0.243
H (0.64, -0.74, -2.06)  0.221
H (-1.03, -2.49, -1.53)  0.270
H (-0.39, -2.60, 0.28)  0.226
H (-2.85, -0.42, -1.85)  0.260
H (-3.15, 0.46, -0.36)  0.222
H (-1.78, 0.25, 1.52)  0.430
H (-0.26, -0.22, 1.22)  0.459
H (-1.40, -1.22, 2.07)  0.449
H (1.03, 4.86, 2.23)  0.464
H (1.38, 6.00, 1.26)  0.472
O (1.75, 5.33, 1.80)  -0.936

Results
Total charge   +1
Orbital gap   10.185 eV
Molar mass   120.172 g mol⁻¹
2S+1   1



y) ORCA calculation (ωB97M-V/def2-TZVPD) on a cluster of 2 separate species, C5H14NO2 in total.

Last column: natural (NBO) charge in e.
Cartesian coordinates (Å):
C (1.56, -0.02, -1.73)  -0.061
O (0.15, -0.34, -1.88)  -0.813
C (1.83, -0.17, -0.23)  -0.435
C (1.30, 1.02, 0.58)  -0.404
C (-0.26, 1.18, 0.70)  -0.257
C (-1.54, -0.19, 2.17)  0.114
N (-0.88, -0.09, 1.09)  -0.380
H (2.18, -0.57, -2.42)  0.210
H (1.46, 1.08, -1.87)  0.180
H (-0.22, -0.61, -2.72)  0.499
H (2.92, -0.20, -0.02)  0.249
H (1.45, -1.12, 0.09)  0.206
H (1.69, 1.01, 1.58)  0.222
H (1.67, 1.97, 0.16)  0.235
H (-0.70, 1.99, 1.29)  0.231
H (-0.58, 1.48, -0.33)  0.252
H (-1.94, -1.18, 2.36)  0.230
H (-1.60, 0.57, 2.97)  0.236
H (-0.72, -0.89, 0.45)  0.478
H (-1.97, -1.49, -1.19)  0.482
H (-3.34, -1.82, -0.71)  0.498
O (-2.46, -1.61, -0.35)  -0.973

Results
Total charge   +1
Orbital gap   9.805 eV
Molar mass   120.172 g mol⁻¹
2S+1   1



z) ORCA calculation (ωB97M-V/def2-TZVPD) on a cluster of 2 separate species, C5H14NO2 in total.

Last column: natural (NBO) charge in e.
Cartesian coordinates (Å):
C (-2.53, 0.17, 0.32)  -0.638
C (1.96, -1.44, -0.46)  -0.685
C (-0.04, 0.28, 0.82)  -0.151
C (-1.11, -0.28, -0.06)  0.019
C (2.01, -0.08, 0.27)  0.260
N (-0.08, 1.67, 0.40)  -0.730
O (-0.71, 0.13, -1.40)  -0.770
O (2.21, 1.12, -0.51)  -0.745
H (-3.30, -0.52, -0.17)  0.247
H (-2.69, 1.16, 0.20)  0.204
H (-2.62, -0.19, 1.38)  0.236
H (1.47, -1.28, -1.46)  0.230
H (2.97, -1.71, -0.82)  0.249
H (1.47, -2.11, 0.24)  0.243
H (-0.05, 0.08, 1.95)  0.245
H (-1.22, -1.42, -0.03)  0.222
H (2.46, -0.07, 1.22)  0.197
H (-0.40, 1.49, -0.57)  0.464
H (0.81, 2.15, 0.34)  0.453
H (-0.64, 2.33, 0.91)  0.427
H (-1.11, -0.40, -2.07)  0.515
H (2.18, 1.10, -1.44)  0.507

Results
Total charge   +1
Orbital gap   10.418 eV
Molar mass   120.172 g mol⁻¹
2S+1   1



The least stable of them is w).



w) ORCA calculation (ωB97M-V/def2-TZVPD) on the molecule C16H32O.

Last column: natural (NBO) charge in e.
Cartesian coordinates (Å):
C (-6.57, -1.45, 0.98)  -0.609
C (-6.50, 0.00, 1.43)  -0.395
C (-6.31, 0.99, 0.28)  -0.386
C (-5.02, 0.80, -0.52)  -0.401
C (-3.76, 1.01, 0.32)  -0.394
C (-2.48, 1.09, -0.51)  -0.390
C (-2.13, -0.23, -1.20)  -0.398
C (-0.81, -0.17, -1.98)  -0.386
C (0.44, -0.13, -1.10)  -0.399
C (0.74, -1.47, -0.43)  -0.391
C (1.91, -1.41, 0.56)  -0.383
C (3.25, -1.13, -0.11)  -0.403
C (4.40, -1.19, 0.90)  -0.393
C (5.78, -1.03, 0.26)  -0.386
C (6.00, 0.37, -0.33)  -0.519
C (5.89, 1.44, 0.72)  0.448
O (5.29, 2.47, 0.61)  -0.516
H (-7.35, -1.58, 0.22)  0.200
H (-5.62, -1.78, 0.56)  0.199
H (-6.81, -2.10, 1.82)  0.209
H (-7.43, 0.25, 1.95)  0.200
H (-5.68, 0.11, 2.15)  0.195
H (-6.33, 2.00, 0.68)  0.197
H (-7.15, 0.89, -0.41)  0.196
H (-5.01, -0.19, -0.97)  0.196
H (-5.01, 1.53, -1.33)  0.200
H (-3.86, 1.94, 0.89)  0.199
H (-3.66, 0.19, 1.04)  0.193
H (-1.66, 1.37, 0.15)  0.198
H (-2.59, 1.87, -1.26)  0.193
H (-2.09, -1.03, -0.46)  0.191
H (-2.93, -0.48, -1.91)  0.202
H (-0.83, 0.72, -2.61)  0.199
H (-0.75, -1.04, -2.63)  0.198
H (1.29, 0.15, -1.73)  0.201
H (0.33, 0.64, -0.33)  0.195
H (0.95, -2.22, -1.19)  0.192
H (-0.15, -1.80, 0.12)  0.198
H (1.97, -2.36, 1.09)  0.196
H (1.71, -0.63, 1.30)  0.196
H (3.23, -0.14, -0.57)  0.201
H (3.42, -1.87, -0.90)  0.193
H (4.25, -0.42, 1.65)  0.196
H (4.37, -2.16, 1.41)  0.204
H (5.91, -1.77, -0.53)  0.209
H (6.54, -1.21, 1.02)  0.203
H (7.01, 0.43, -0.73)  0.234
H (5.30, 0.57, -1.14)  0.224
H (6.44, 1.20, 1.65)  0.094

Results
SMILES   CCCCCCCCCCCCCCCC=O
Orbital gap   10.816 eV
Molar mass   240.431 g mol⁻¹
2S+1   1



x) ORCA calculation (ωB97M-V/def2-TZVPD) on a structure of composition C16H32O.

Last column: natural (NBO) charge in e.
Cartesian coordinates (Å):
C (-6.32, -2.15, -3.62)  -0.556
C (-5.74, -0.82, -3.33)  -0.386
C (-4.67, -0.46, -4.32)  -0.298
C (-4.00, 1.03, -3.95)  -0.393
C (-3.05, 1.18, -2.75)  -0.336
C (-2.49, 2.49, -2.32)  -0.399
C (-1.79, 2.68, -0.87)  -0.392
C (-0.47, 1.61, -1.02)  -0.326
C (0.30, 1.86, 0.32)  -0.382
C (1.44, 1.08, 0.44)  -0.380
C (2.20, 1.10, 1.85)  -0.358
C (3.64, 0.39, 1.88)  -0.431
C (3.41, -0.83, 1.93)  -0.335
C (4.57, -1.83, 2.23)  -0.396
C (5.39, -1.56, 3.46)  -0.495
C (4.58, -2.17, 4.83)  0.460
O (3.63, -2.78, 4.61)  -0.510
H (5.03, -1.92, 5.76)  0.104
H (6.25, -2.06, 3.44)  0.208
H (5.34, -0.51, 3.91)  0.198
H (5.41, -1.48, 1.36)  0.169
H (4.41, -2.90, 2.29)  0.234
H (2.63, -1.28, 2.98)  0.143
H (2.74, -1.39, 1.35)  0.229
H (4.17, 0.69, 2.58)  0.200
H (4.06, 0.70, 0.94)  0.202
H (1.61, 1.22, 2.60)  0.198
H (2.38, 2.20, 1.81)  0.176
H (2.12, 1.28, -0.23)  0.188
H (1.09, 0.04, 0.46)  0.183
H (0.49, 2.85, 0.38)  0.182
H (-0.35, 1.70, 1.13)  0.191
H (0.06, 1.84, -1.78)  0.176
H (-0.77, 0.72, -1.00)  0.177
H (-1.46, 3.64, -0.89)  0.208
H (-2.59, 2.10, -0.21)  0.227
H (-3.23, 3.13, -2.58)  0.189
H (-1.97, 2.64, -2.98)  0.159
H (-3.82, 0.77, -1.72)  0.130
H (-2.38, 0.15, -2.48)  0.191
H (-3.46, 1.42, -4.65)  0.179
H (-4.84, 1.67, -3.55)  0.186
H (-4.90, -0.34, -5.14)  0.146
H (-3.67, -0.99, -4.17)  0.196
H (-6.30, -0.17, -3.17)  0.171
H (-5.30, -0.87, -2.34)  0.188
H (-7.07, -2.36, -2.97)  0.197
H (-6.78, -1.93, -4.70)  0.184
H (-5.46, -3.06, -3.78)  0.202

Results
Orbital gap   9.830 eV
Molar mass   240.431 g mol⁻¹
2S+1   1



y) ORCA calculation (ωB97M-V/def2-TZVPD) on a structure of composition C16H32O.

Last column: natural (NBO) charge in e.
Cartesian coordinates (Å):
C (1.58, -1.55, -2.68)  -0.571
C (0.36, -1.70, -3.73)  -0.419
C (-0.92, -1.38, -3.14)  -0.277
C (-1.32, -2.23, -1.90)  -0.398
C (-2.65, -1.69, -1.28)  -0.344
C (-2.67, -0.54, -0.39)  -0.473
C (-3.41, 0.56, -1.05)  -0.398
C (-2.97, 1.97, -0.68)  -0.411
C (-1.57, 2.50, -1.00)  -0.417
C (-1.02, 3.22, 0.19)  -0.388
C (-0.34, 2.04, 1.24)  -0.408
C (0.95, 1.42, 0.80)  -0.468
C (1.18, 0.62, 1.86)  -0.320
C (2.44, -0.47, 1.39)  -0.395
C (2.92, -1.34, 2.38)  -0.499
C (3.44, -0.90, 3.82)  0.413
O (3.64, 0.39, 3.94)  -0.556
H (3.64, -1.63, 4.55)  0.146
H (2.00, -2.09, 2.59)  0.203
H (3.57, -2.22, 2.08)  0.240
H (3.35, 0.37, 1.25)  0.185
H (2.27, -1.03, 0.60)  0.203
H (1.45, 0.79, 2.80)  0.224
H (0.35, -0.43, 2.17)  0.163
H (1.81, 2.14, 0.44)  0.242
H (0.54, 0.91, -0.19)  0.212
H (-1.33, 1.66, 1.61)  0.236
H (-0.15, 2.67, 2.06)  0.195
H (-1.71, 3.84, 0.79)  0.209
H (-0.22, 3.75, -0.14)  0.190
H (-0.96, 1.59, -1.39)  0.205
H (-1.68, 3.26, -1.84)  0.214
H (-3.17, 1.76, 0.44)  0.187
H (-3.84, 2.74, -0.88)  0.218
H (-2.99, 0.62, -2.24)  0.156
H (-4.37, 0.18, -1.37)  0.235
H (-1.54, -0.21, -0.39)  0.223
H (-3.30, -0.88, 0.61)  0.233
H (-3.38, -1.95, -2.03)  0.213
H (-2.83, -2.88, -0.48)  0.141
H (-1.50, -3.32, -2.19)  0.204
H (-0.53, -2.46, -0.86)  0.193
H (-1.60, -1.30, -3.64)  0.140
H (-0.81, -0.20, -2.48)  0.121
H (0.76, -1.10, -4.51)  0.211
H (0.30, -2.69, -4.03)  0.197
H (1.58, -0.41, -2.33)  0.197
H (1.43, -2.07, -1.84)  0.187
H (2.67, -1.73, -3.34)  0.205

Results
Orbital gap   9.766 eV
Molar mass   240.431 g mol⁻¹
2S+1   1



The least stable of them is x).